5
Properties=species:S:1:pos:R:3:mulliken_charge:R:1 method="wB97M-V/def2-TZVPD" relative_energy_kj_mol=490.6 gap_ev=10.26 energy_ev=-7861.4016
C -0.038 -0.775 -0.207 0.316
O 0.465 -1.477 -1.023 -0.395
O -0.932 -1.408 0.564 -0.039
F -1.534 -0.419 1.593 -0.180
H 0.143 0.415 -0.199 0.298